--- one ---
ORCA calculation (ωB97M-V/def2-TZVPD) on C9H9NO in the gas phase.

- Net charge: 0
- SMILES: N[C@@H]1CC(=O)c2ccccc21
- 2S+1: 1
- HOMO level: -9.3 eV
- LUMO: 0.10 eV

Last column: natural (NBO) charge in e.
Atoms and positions in Å:
N: 0.42553 2.55169 -0.76012  -0.80
C: 0.37776 1.48220 0.29958  -0.08
C: 1.81405 0.91046 0.62435  -0.51
C: 1.56590 -0.49676 0.75404  0.55
O: 2.45077 -1.34344 0.80519  -0.54
C: 0.23455 -0.84501 0.28975  -0.22
C: -0.17504 -2.14289 0.15943  -0.13
C: -1.42544 -2.43952 -0.37120  -0.25
C: -2.23855 -1.33319 -0.61727  -0.16
C: -1.79819 0.11694 -0.50764  -0.24
C: -0.49884 0.26215 -0.02367  0.09
H: 1.46867 2.52327 -0.92271  0.34
H: 0.32180 3.39372 -0.18533  0.35
H: 0.01112 1.95828 1.22503  0.19
H: 2.35630 1.36551 1.41402  0.25
H: 2.29069 1.08149 -0.33792  0.23
H: 0.62483 -2.86555 0.33421  0.24
H: -1.87122 -3.46076 -0.42163  0.23
H: -3.31239 -1.54351 -1.05927  0.21
H: -2.62232 0.82491 -0.69884  0.24

***

--- two ---
ORCA calculation (ωB97M-V/def2-TZVPD) on a molecular structure, C9H9NO.

- Net charge: 0
- 2S+1: 1
- HOMO level: -7.8 eV
- LUMO: 0.24 eV

Last column: natural (NBO) charge in e.
Atoms and positions in Å:
C: -2.81550 -0.73457 0.05424  -0.08
C: -1.33363 -0.50653 0.35680  -0.11
C: -1.02474 1.02735 0.40567  -0.19
C: 0.21691 1.55793 0.25621  -0.25
C: 1.37177 0.78834 -0.07897  0.09
C: 3.42193 -0.15295 -0.09940  -0.04
C: 2.54725 -1.17731 0.17051  -0.30
C: 1.22412 -0.68670 0.14131  -0.09
C: -0.19052 -1.25673 -0.02799  -0.18
H: -4.61169 0.92428 -0.03826  0.50
H: -2.98982 -1.49710 -0.90851  0.20
H: -3.12822 -1.11459 1.20096  0.19
H: -1.86909 1.71282 0.37960  0.23
H: -0.22271 2.71844 -0.20835  0.21
H: 3.06871 2.07116 -0.14884  0.43
H: 4.59050 -0.41833 -0.34387  0.23
H: 2.73944 -2.35217 0.10143  0.23
H: -0.22195 -2.38034 -0.61399  0.22
N: 2.74218 1.04848 -0.18007  -0.53
O: -3.51491 0.42852 -0.41848  -0.78

***

What should be chosen as the least stable of them? Choose two.

***

--- one ---
ORCA calculation (ωB97M-V/def2-TZVPD) on C4H7IN2 in the gas phase.

- Net charge: 0
- SMILES: C[C@@](N)(C#N)CI
- 2S+1: 1
- HOMO level: -9.6 eV
- LUMO: 0.39 eV

Last column: natural (NBO) charge in e.
Atoms and positions in Å:
C: -0.61929 -0.35296 1.40673  -0.57
C: -0.19249 0.21826 -0.02686  0.02
N: -1.36214 0.26157 -0.94752  -0.83
C: 0.23390 1.52540 0.13254  0.23
N: 0.79451 2.49560 0.41349  -0.28
C: 1.04997 -0.78443 -0.76852  -0.56
I: 2.91914 -0.33369 0.01177  0.15
H: -0.63836 -1.38038 1.45289  0.21
H: -1.55581 -0.03110 1.64901  0.22
H: 0.11300 0.05578 2.00425  0.21
H: -1.67567 1.17137 -1.15377  0.38
H: -1.07090 -0.25949 -1.84171  0.37
H: 1.07494 -0.73481 -1.86043  0.22
H: 0.92921 -1.85111 -0.47188  0.23

***

--- two ---
ORCA calculation (ωB97M-V/def2-TZVPD) on a molecular structure, C4H7IN2.

- Net charge: 0
- 2S+1: 1
- HOMO level: -8.9 eV
- LUMO: 0.38 eV

Last column: natural (NBO) charge in e.
Atoms and positions in Å:
C: 0.69852 0.73830 0.39969  -0.27
C: 0.84348 1.94198 0.89038  -0.06
C: -1.37514 -0.58142 0.52652  -0.61
C: -0.02374 -0.38562 1.05160  -0.44
N: 2.10427 3.12372 -0.87837  -0.35
N: 1.52110 3.48069 0.12397  -0.05
I: -0.31057 2.76820 2.38837  0.14
H: 1.23441 0.49601 -0.46574  0.23
H: -2.20024 0.21016 0.62629  0.24
H: -1.73874 -1.57974 0.95188  0.22
H: -1.11235 -0.74504 -0.62951  0.20
H: 0.68781 -1.16874 0.90774  0.22
H: 0.06673 -0.28103 2.21854  0.21
H: 2.62518 3.84159 -1.37095  0.33

***

What should be chosen as the least stable of them? Choose two.

***

--- one ---
ORCA calculation (ωB97M-V/def2-TZVPD) on 2 unconnected molecules or ions with the total composition C5H14N2.

- Net charge: 0
- 2S+1: 1
- HOMO level (alpha / beta): -7.3 / -7.6 eV
- LUMO (alpha / beta): 0.72 / 1.00 eV

Last column: natural (NBO) charge in e.
Atoms and positions in Å:
C: -3.20429 0.20671 -0.38033  -0.63
C: 2.03510 -1.24215 -0.44628  -0.70
C: 2.44234 1.24321 0.42030  -0.68
C: -1.66328 0.33018 -0.55090  -0.30
C: 1.83649 0.25753 -0.50855  -0.07
N: -0.88939 -0.67167 1.26687  -0.63
N: -1.10611 0.56151 0.78346  -0.19
H: -3.55158 -0.83554 0.09304  0.20
H: -3.69995 1.04299 0.12344  0.22
H: -3.75333 0.30406 -1.28298  0.21
H: 1.31699 -1.86586 0.12463  0.22
H: 1.78903 -1.72823 -1.36891  0.22
H: 3.14278 -1.63687 -0.12762  0.21
H: 1.95033 2.26306 0.42960  0.22
H: 3.50621 1.60068 0.14980  0.21
H: 2.39832 0.87154 1.40182  0.21
H: -1.11109 -0.51879 -0.88934  0.18
H: -1.23687 1.21852 -1.03378  0.21
H: 1.96201 0.73457 -1.46130  0.16
H: -1.24974 -1.55607 0.98553  0.35
H: -0.91398 -0.57940 2.27151  0.36

***

--- two ---
ORCA calculation (ωB97M-V/def2-TZVPD) on a molecular structure, C5H14N2.

- Net charge: 0
- 2S+1: 1
- HOMO level: -7.7 eV
- LUMO: 0.41 eV

Last column: natural (NBO) charge in e.
Atoms and positions in Å:
C: -0.27387 1.07108 0.35329  -0.29
N: -1.28125 0.01692 0.59970  -0.44
C: -2.56733 0.66754 0.18496  -0.42
C: -1.08098 -1.20379 -0.21708  -0.43
C: 1.15340 0.59374 0.06690  0.25
C: 1.67938 -0.06362 1.27118  -0.53
N: 1.71621 0.92565 -1.07756  -0.90
H: -0.55384 1.58371 -0.59491  0.21
H: -0.16535 1.74599 1.29051  0.21
H: -2.59207 0.75264 -0.89157  0.18
H: -2.78288 1.56578 0.74656  0.21
H: -3.36102 -0.07082 0.38574  0.19
H: -0.91071 -0.91260 -1.26838  0.18
H: -0.23007 -1.82297 0.03034  0.19
H: -1.95927 -1.79863 -0.08008  0.21
H: 2.68503 -2.29401 -1.97717  -0.01
H: 2.76120 -0.02721 1.37114  0.24
H: 1.20306 -0.70194 0.31008  0.32
H: 1.09009 0.02868 2.16956  0.24
H: 2.29072 1.74740 -0.95639  0.38
H: 3.17955 -1.80352 -1.71681  0.01

***

--- three ---
ORCA calculation (ωB97M-V/def2-TZVPD) on C5H14N2 in the gas phase.

- Net charge: 0
- SMILES: NCCCCCN
- 2S+1: 1
- HOMO level: -8.5 eV
- LUMO: 1.11 eV

Last column: natural (NBO) charge in e.
Atoms and positions in Å:
N: 2.92870 1.10716 -0.22677  -0.89
C: 2.13735 0.33312 -1.23990  -0.20
C: 1.19900 -0.75920 -0.53472  -0.41
C: -0.00909 -0.22313 0.26064  -0.43
C: -1.24776 0.24659 -0.48568  -0.41
C: -2.48301 -0.32737 0.37234  -0.20
N: -2.20740 -0.19500 1.90166  -0.88
H: 2.54035 1.48800 0.61608  0.37
H: 3.83049 0.67375 -0.08699  0.36
H: 1.42857 1.05158 -1.77869  0.18
H: 2.90931 -0.12059 -1.95628  0.20
H: 0.79610 -1.19156 -1.44988  0.19
H: 1.74266 -1.52860 0.01662  0.20
H: 0.19615 0.61226 0.95307  0.20
H: -0.20597 -0.99160 0.95179  0.23
H: -1.19525 -0.18723 -1.57850  0.20
H: -1.32852 1.34662 -0.61480  0.20
H: -2.50327 -1.46726 0.03796  0.18
H: -3.42723 -0.04360 0.15956  0.18
H: -2.92058 -0.63325 2.49617  0.36
H: -2.18059 0.80931 2.18630  0.35

***

--- four ---
ORCA calculation (ωB97M-V/def2-TZVPD) on C5H14N2 in the gas phase.

- Net charge: 0
- SMILES: CNCCCCN
- 2S+1: 1
- HOMO level: -8.5 eV
- LUMO: 1.02 eV

Last column: natural (NBO) charge in e.
Atoms and positions in Å:
C: 2.10425 -1.30512 1.34049  -0.41
N: 2.10463 -0.29075 0.28292  -0.64
C: 0.97795 -0.45184 -0.69261  -0.21
C: 0.23699 0.87728 -0.90136  -0.42
C: -0.71899 1.18055 0.28407  -0.41
C: -1.92895 0.24365 0.38102  -0.23
N: -2.57102 -0.03254 -0.92706  -0.85
H: 1.65053 -2.21398 0.95514  0.19
H: 3.13193 -1.54484 1.60677  0.20
H: 1.53724 -0.99599 2.22404  0.17
H: 2.03784 0.65694 0.59186  0.35
H: 1.33415 -0.92312 -1.60822  0.19
H: 0.25204 -1.12713 -0.23857  0.16
H: 0.92440 1.72055 -0.99822  0.20
H: -0.33862 0.84595 -1.82639  0.23
H: -0.16252 0.98318 1.21062  0.19
H: -0.92508 2.24961 0.32133  0.21
H: -2.65923 0.71758 1.03810  0.19
H: -1.65953 -0.68578 0.88401  0.18
H: -3.57596 0.09713 -0.81578  0.36
H: -2.47271 -1.01247 -1.14908  0.35

***

What should be chosen as the least stable of them? Choose two.

***

--- one ---
ORCA calculation (ωB97M-V/def2-TZVPD) on a molecular structure, C5H14N2.

- Net charge: 0
- 2S+1: 1
- HOMO level: -8.5 eV
- LUMO: 0.67 eV

Last column: natural (NBO) charge in e.
Atoms and positions in Å:
N: 2.12135 1.15707 1.11646  -0.89
C: 2.14136 0.08330 0.14395  -0.13
C: 2.38679 0.66912 -1.28371  -0.61
C: 0.74632 -0.63062 0.06722  0.17
N: -0.32690 0.07218 -0.05449  -0.69
C: -3.37452 0.08267 -0.09342  -0.60
C: -3.10469 -1.41428 0.02021  -0.61
H: 2.59442 1.07173 1.99450  0.39
H: 1.28601 1.71755 1.08650  0.38
H: 2.92857 -0.63984 0.35607  0.19
H: 2.66740 -0.15369 -1.93793  0.21
H: 1.43305 1.11898 -1.54359  0.22
H: 3.13750 1.44126 -1.21155  0.23
H: 0.10442 0.20006 0.96726  0.40
H: 0.88094 -1.72875 0.04665  0.14
H: -2.62361 0.64518 -0.62069  0.22
H: -3.47470 0.53615 0.89201  0.19
H: -4.34223 0.24562 -0.58166  0.19
H: -2.95517 -1.94970 -0.91692  0.20
H: -3.87515 -1.88362 0.62462  0.20
H: -2.11423 -1.48793 0.46431  0.21

***

--- two ---
ORCA calculation (ωB97M-V/def2-TZVPD) on C5H14N2 in the gas phase.

- Net charge: 0
- SMILES: C[C@@H](CN)N(C)C
- 2S+1: 1
- HOMO level: -8.3 eV
- LUMO: 1.12 eV

Last column: natural (NBO) charge in e.
Atoms and positions in Å:
C: 0.52899 1.79753 -0.06563  -0.64
C: -0.08562 0.50041 0.53174  -0.04
C: -1.59800 0.52706 0.37793  -0.23
N: -2.21110 -0.81537 0.40499  -0.84
N: 0.49161 -0.74765 0.03417  -0.46
C: 0.29385 -1.00162 -1.38110  -0.43
C: 1.86504 -0.90116 0.42600  -0.40
H: 0.64625 1.64425 -1.14492  0.21
H: -0.24861 2.55305 -0.01587  0.21
H: 1.41343 2.08726 0.47279  0.21
H: 0.18539 0.52878 1.59434  0.19
H: -1.83207 0.98131 -0.58666  0.17
H: -2.04472 1.18334 1.12098  0.18
H: -1.65799 -1.40995 1.01725  0.37
H: -3.13259 -0.74789 0.82027  0.35
H: 0.89912 -1.85996 -1.67329  0.20
H: -0.73632 -1.29930 -1.55010  0.22
H: 0.45869 -0.13999 -2.03432  0.17
H: 1.99418 -0.63275 1.47580  0.19
H: 2.16313 -1.94598 0.29705  0.20
H: 2.60734 -0.30137 -0.12140  0.16

***

--- three ---
ORCA calculation (ωB97M-V/def2-TZVPD) on C5H14N2 in the gas phase.

- Net charge: 0
- SMILES: CC[C@@H](C)NCN
- 2S+1: 1
- HOMO level: -8.9 eV
- LUMO: 1.05 eV

Last column: natural (NBO) charge in e.
Atoms and positions in Å:
C: 1.69104 1.26961 0.30735  -0.62
C: 0.13118 1.29046 0.61135  -0.42
C: -0.26920 -0.26082 0.70625  -0.04
C: -0.32208 -0.98104 2.11595  -0.62
N: -1.28817 -0.85756 -0.24700  -0.62
C: -0.82615 -0.90631 -1.59634  -0.06
N: -0.33753 0.15631 -2.50327  -0.85
H: 2.03895 0.57153 1.12022  0.21
H: 2.15922 2.26213 0.57205  0.22
H: 1.76246 0.87358 -0.70715  0.21
H: -0.40251 1.82379 -0.13019  0.20
H: -0.12606 1.63979 1.59920  0.20
H: 0.61849 -0.69595 0.25359  0.17
H: -1.39099 -0.88828 2.27385  0.21
H: 0.20607 -0.31125 2.76044  0.20
H: 0.05697 -2.00484 2.03423  0.22
H: -2.17134 -0.42905 -0.16904  0.36
H: -1.74729 -1.18830 -2.17293  0.17
H: -0.19130 -1.73505 -1.78733  0.15
H: 0.26636 -0.44126 -3.11170  0.36
H: 0.14189 0.81250 -1.92952  0.35

***

--- four ---
ORCA calculation (ωB97M-V/def2-TZVPD) on C5H14N2 in the gas phase.

- Net charge: 0
- SMILES: C[C@@H](CN)N(C)C
- 2S+1: 1
- HOMO level: -8.5 eV
- LUMO: 1.01 eV

Last column: natural (NBO) charge in e.
Atoms and positions in Å:
C: 1.44018 0.42868 0.60555  -0.69
C: -0.04274 0.15668 0.38793  -0.08
C: -0.76621 1.46411 0.14540  -0.22
N: -1.01829 2.61552 1.18869  -0.83
N: -0.47088 -0.98393 -0.31291  -0.43
C: -0.02651 -0.82215 -1.76706  -0.43
C: -0.14077 -2.32573 0.03030  -0.40
H: 2.10321 -0.11400 -0.06638  0.23
H: 1.67774 1.40764 0.21301  0.21
H: 1.69993 0.83118 1.65813  0.23
H: -0.24759 -0.05724 1.48044  0.19
H: -1.71021 1.25708 -0.55708  0.20
H: -0.07646 1.90401 -0.54452  0.17
H: -2.04911 2.66830 1.38597  0.37
H: -0.52170 2.27156 2.06993  0.35
H: 0.17279 0.18024 -1.96263  0.20
H: 0.89199 -1.39625 -1.95731  0.17
H: -0.85427 -1.35114 -2.28077  0.21
H: -0.71124 -2.56434 0.88285  0.20
H: -0.32386 -3.02717 -0.84787  0.20
H: 0.97400 -2.54306 0.24833  0.16

***

What should be chosen as the least stable of them? Choose one.